2 unconnected molecules or ions with the total composition C20H41IN8O3P in a non-equilibrium geometry. Source: the OMol25 dataset; level of theory: wB97M-V/def2-TZVPD.

## Properties
E_LUMO ... -4.74 eV
HOMO energy ... -9.800 eV
Kohn-Sham gap ... 0.1859 hartree
Strongest force on any atom ... 6.31 eV Å⁻¹

The geometry in ORCA input format:
```
! wB97M-V def2-TZVPD RIJCOSX def2/J DEFGRID3
* xyz 1 1
I -4.621 0.605 -4.451
P 4.208 -2.460 -0.489
O -4.293 2.793 4.808
O -4.122 0.597 5.118
O 2.936 -1.765 -0.043
N 3.460 -3.920 -1.037
N -3.089 0.950 -1.754
N -3.434 3.880 -0.976
N -1.410 0.921 -0.118
N 4.699 -1.357 -1.727
N 5.738 -3.241 -0.558
N -3.140 0.534 -3.055
N -1.115 0.058 -2.322
C -5.168 1.169 3.108
C -4.188 1.605 -1.081
C 2.300 -4.366 -0.275
C -1.955 -0.001 -3.337
C 3.892 -1.122 -2.907
C -4.478 1.505 4.404
C -3.414 3.528 3.954
C -1.651 2.145 2.819
C -6.428 1.443 2.808
C -5.373 3.591 -2.421
C 3.319 -4.310 -2.420
C 6.776 -3.103 -1.563
C 5.146 -0.083 -1.174
C -4.286 3.091 -1.478
C 5.937 -4.374 0.340
C 0.116 0.557 1.820
C -1.833 0.649 -1.340
C -1.942 3.041 4.033
C -0.151 1.903 2.535
C -0.040 0.627 0.311
H 6.436 -3.425 -2.550
H -5.685 4.600 -2.150
H -4.059 1.612 0.004
H 1.174 0.334 2.001
H 5.794 -5.321 -0.188
H 6.938 -4.362 0.777
H 2.508 -3.763 -2.920
H -1.759 2.546 4.989
H 2.913 -0.677 -2.679
H -7.146 1.851 3.512
H 1.379 -3.850 -0.584
H -1.744 -0.434 -4.304
H 5.639 0.519 -1.939
H -1.312 3.934 3.963
H 5.878 -0.249 -0.377
H 7.644 -3.711 -1.299
H 0.460 1.911 3.443
H 3.091 -5.377 -2.488
H -3.787 3.425 2.924
H 2.442 -4.187 0.789
H -4.581 0.609 2.381
H -6.237 2.919 -2.453
H -5.155 1.134 -1.272
H -5.011 3.653 -3.453
H 0.680 1.329 -0.119
H 4.426 -0.454 -3.588
H 0.232 2.735 1.930
H -3.610 4.831 -1.300
H 2.153 -5.442 -0.400
H -3.460 4.598 4.160
H -2.094 1.344 0.488
H 4.313 0.495 -0.752
H -0.434 -0.273 2.276
H 3.738 -2.034 -3.481
H -2.148 1.172 2.917
H 0.225 -0.354 -0.101
H 5.233 -4.342 1.171
H -2.059 2.672 1.942
H 7.145 -2.082 -1.638
H -6.802 1.196 1.819
H 4.244 -4.172 -2.982
*
```



2 unconnected molecules or ions with the total composition C6H9N. Source: the OMol25 dataset; level of theory: wB97M-V/def2-TZVPD.

## Properties
E_LUMO ... 1.06 eV
HOMO energy ... -9.088 eV
Kohn-Sham gap ... 0.3728 hartree
Strongest force on any atom ... 0.71 eV Å⁻¹

The geometry in ORCA input format:
```
! wB97M-V def2-TZVPD RIJCOSX def2/J DEFGRID3
* xyz 0 1
N -1.467 0.229 -1.216
C -1.070 0.069 0.197
C 1.471 0.213 0.594
C 0.393 -0.372 0.142
C -0.024 -1.625 -0.652
C 2.300 1.060 1.150
C -1.456 -1.102 -0.601
H -2.359 -1.678 -0.462
H 0.292 2.170 1.390
H 2.630 1.958 0.625
H -1.670 0.517 0.980
H 0.373 -1.770 -1.661
H -0.265 1.791 1.098
H 0.087 -2.543 -0.069
H -2.431 0.555 -1.236
H 2.495 1.041 2.221
*
```



A molecular structure, C23H39CoN7O5. Source: the OMol25 dataset; level of theory: wB97M-V/def2-TZVPD.

## Properties
E_LUMO (alpha / beta) ... -0.01 / -0.01 eV
HOMO energy (alpha / beta) ... -7.275 / -7.275 eV
Kohn-Sham gap (alpha / beta) ... 0.2669 / 0.2668 hartree
Strongest force on any atom ... 0.65 eV Å⁻¹

The geometry in ORCA input format:
```
! wB97M-V def2-TZVPD RIJCOSX def2/J DEFGRID3
* xyz 0 2
Co 0.120 0.732 1.127
O -1.590 0.116 0.718
O -0.565 -1.150 -1.845
O -3.756 0.651 0.830
O -4.723 4.884 3.670
O -3.001 5.563 4.987
N 0.661 -1.380 1.602
N -0.843 2.224 2.038
N 1.988 1.063 1.711
N -1.897 -2.990 -1.873
N -0.911 -2.197 -3.835
N 0.819 2.122 -0.506
N 2.045 -0.613 -0.716
C 2.639 1.291 -2.100
C -2.602 3.931 3.351
C 2.227 0.670 3.119
C -1.225 4.058 3.505
C 2.614 2.311 1.234
C -2.773 -3.768 -4.000
C 1.013 -0.048 3.717
C -3.075 2.915 2.528
C -2.175 2.074 1.908
C 2.741 -0.220 -1.928
C -1.097 -2.068 -2.482
C 1.690 3.046 0.245
C -1.519 -3.233 -4.654
C 1.841 -2.134 1.127
C -2.445 -4.140 -2.571
C -3.561 4.895 4.100
C -2.234 -2.832 -0.471
C -0.384 3.201 2.830
C -0.034 -1.283 -4.529
C 2.082 -2.021 -0.365
C 1.238 1.879 -1.911
C 0.640 -1.394 3.091
C -2.597 0.872 1.085
H -3.312 -2.940 -0.339
H 2.405 1.575 3.702
H 0.812 -1.815 -4.976
H -0.097 2.555 -0.572
H 2.965 1.545 -3.111
H -3.549 -2.999 -4.001
H 0.694 3.279 2.931
H -0.353 -1.682 3.436
H -0.803 -4.047 -4.826
H 0.487 1.219 -2.355
H 1.339 -2.598 -0.928
H 1.335 -2.165 3.439
H -3.147 -4.631 -4.550
H 1.197 2.830 -2.453
H 0.338 -0.547 -3.825
H 3.573 2.077 0.765
H 2.333 -0.725 -2.815
H 3.339 1.789 -1.425
H 0.159 0.630 3.649
H 2.711 -1.725 1.648
H -1.958 -1.836 -0.139
H 2.829 2.964 2.082
H -1.739 -4.980 -2.550
H -3.339 -4.458 -2.036
H 2.332 0.334 1.077
H 1.758 -3.185 1.426
H 1.045 3.723 0.800
H -1.750 -2.798 -5.629
H 1.061 -0.409 -0.882
H 1.187 -0.202 4.784
H -1.738 -3.596 0.141
H 3.067 -2.438 -0.584
H 3.791 -0.513 -1.851
H -0.850 4.826 4.169
H 3.131 0.058 3.198
H -0.183 -1.811 1.234
H -0.576 -0.768 -5.327
H -4.139 2.783 2.383
H 2.294 3.661 -0.429
*
```



Energy above the lowest of the compared OMol25 structures with the same formula, charge and spin for every record listed, in sequence, given in eV: 0.000 5.499 0.000.